Entry 1:
Formula: C4H7N3O
Source: the Open Molecules 2025 dataset
Level of theory: ωB97M-V with the def2-TZVPD basis set

Its total charge is 0. The LUMO energy is -0.870 eV. Its multiplicity is 1.

Element x y z (Å)
C -0.015 1.959 -0.002
C -0.724 0.973 -0.880
C 0.052 -2.306 0.643
C 0.509 -1.246 -0.099
H -0.729 2.180 0.888
H 0.424 2.879 -0.485
H 0.815 1.552 0.578
H -0.015 1.192 -1.663
H -1.798 1.103 -1.063
H 0.640 -2.982 1.230
H 2.694 -1.053 0.441
N -0.571 -0.475 -0.364
N -1.688 -0.985 0.267
N -1.263 -1.981 0.874
O 1.670 -0.809 -0.364

Entry 2:
Formula: C4H7N3O
Source: the Open Molecules 2025 dataset
Level of theory: ωB97M-V with the def2-TZVPD basis set

Its total charge is 0. The LUMO energy is 0.392 eV. The structure (SMILES) is [H]/N=c1/ccn(O)n1C. Its multiplicity is 1.

Element x y z (Å)
H 0.453 -2.495 0.023
N 0.947 -2.074 0.790
C 0.679 -0.844 0.581
C 1.310 0.219 1.418
C 0.763 1.429 1.071
N -0.299 1.136 0.124
O -0.165 2.077 -1.019
N -0.062 -0.127 -0.407
C -1.111 -0.757 -1.047
H 1.997 -0.139 2.215
H 0.840 2.347 1.622
H -1.162 1.937 -1.380
H -0.698 -1.333 -2.074
H -1.802 -1.472 -0.332
H -1.689 0.095 -1.586

Entry 3:
Formula: C4H7N3O
Source: the Open Molecules 2025 dataset
Level of theory: ωB97M-V with the def2-TZVPD basis set

Its total charge is 0. The LUMO energy is 0.582 eV. Its multiplicity is 1.

Element x y z (Å)
C -0.863 -1.417 0.557
N -0.756 1.216 0.918
C 0.333 0.806 0.234
C 0.236 -0.660 -0.160
N 1.424 1.495 -0.089
C -1.163 -0.529 -0.640
O 1.338 -1.241 -0.793
N -1.499 0.900 -0.460
H 1.809 -1.784 -0.148
H -0.815 2.226 1.005
H 2.074 1.055 -0.727
H 1.430 2.501 -0.034
H -0.854 -2.480 0.339
H -1.162 -1.132 1.557
H -1.532 -0.957 -1.561

Entry 4:
Formula: C4H7N3O
Source: the Open Molecules 2025 dataset
Level of theory: ωB97M-V with the def2-TZVPD basis set

Its total charge is 0. The LUMO energy is 0.216 eV. The structure (SMILES) is [H]/N=C1/N=CN(O)[C@@H]1C. Its multiplicity is 1.

Element x y z (Å)
H -2.589 0.984 -0.937
N -2.422 0.097 -0.285
C -1.231 -0.300 0.004
N -0.647 -1.663 0.394
C 0.592 -1.525 0.214
N 0.988 -0.296 -0.037
O 2.173 0.139 -0.456
C -0.077 0.720 -0.418
C -0.017 1.951 0.591
H 1.173 -2.357 0.366
H 2.559 0.891 0.283
H -0.228 0.991 -1.525
H -0.883 2.591 0.633
H 0.363 1.727 1.750
H 1.191 2.010 0.222

Entry 5:
Formula: C4H7N3O
Source: the Open Molecules 2025 dataset
Level of theory: ωB97M-V with the def2-TZVPD basis set

Its total charge is 0. The LUMO energy is 0.853 eV. The structure (SMILES) is NN1C=CCNC1=O. Its multiplicity is 1.

Element x y z (Å)
N -1.564 -0.860 1.623
N -0.689 -0.352 0.651
C -0.799 -0.820 -0.626
C 0.014 -0.413 -1.617
C 0.987 0.666 -1.412
N 1.203 0.922 0.128
C 0.404 0.472 1.098
O 0.454 0.780 2.276
H -1.871 -0.079 2.203
H -1.047 -1.487 2.244
H -1.575 -1.573 -0.767
H -0.053 -0.856 -2.594
H 0.612 1.637 -1.784
H 1.948 0.463 -1.870
H 1.975 1.500 0.446

Entry 6:
Formula: C4H7N3O
Source: the Open Molecules 2025 dataset
Level of theory: ωB97M-V with the def2-TZVPD basis set

Its total charge is 0. The LUMO energy (alpha / beta) is -0.090 / -0.090 eV. Its multiplicity is 1.

Element x y z (Å)
C 0.612 0.090 1.998
C -0.040 -1.562 -1.137
C 0.399 -0.373 -0.321
N 1.610 0.206 -0.721
C -1.954 0.623 -1.086
N -0.957 0.218 -1.728
N -0.123 -0.422 0.855
O -0.590 -2.538 -1.386
H 1.840 1.009 -0.151
H 1.610 0.461 -1.702
H 0.073 -0.171 2.909
H 0.703 1.185 1.979
H 1.624 -0.329 2.073
H -2.753 1.186 -1.580
H -2.053 0.417 -0.001

Entry 7:
Formula: C4H7N3O
Source: the Open Molecules 2025 dataset
Level of theory: ωB97M-V with the def2-TZVPD basis set

Its total charge is 0. The LUMO energy is 0.553 eV. The structure (SMILES) is C=C/C(=N/N)C(N)=O. Its multiplicity is 1.

Element x y z (Å)
C -2.680 -0.229 -0.005
C -1.520 -0.840 0.149
C -0.290 -0.128 -0.053
N -0.243 1.158 -0.071
N 0.886 1.846 -0.264
C 0.971 -0.956 -0.141
N 2.168 -0.426 0.342
O 0.888 -2.097 -0.515
H -3.655 -0.679 0.194
H -2.642 0.858 -0.388
H -1.487 -1.898 0.347
H 0.773 2.830 -0.347
H 1.733 1.475 -0.659
H 2.906 -1.120 0.233
H 2.193 0.205 1.176

Entry 8:
Formula: C4H7N3O2
Source: the Open Molecules 2025 dataset
Level of theory: ωB97M-V with the def2-TZVPD basis set

Its total charge is 0. The LUMO energy is 0.063 eV. Its multiplicity is 1.

Element x y z (Å)
C 2.598 -0.412 -1.747
C -0.945 1.685 0.216
C -1.102 0.368 0.214
C -1.673 -0.565 1.297
N 2.414 -0.211 -0.605
N 1.926 -0.422 0.498
N -0.547 -0.434 -0.920
O -0.707 -1.623 -0.893
O -0.099 0.145 -1.881
H 2.970 -0.725 -2.671
H -0.395 2.085 -0.537
H -1.511 2.206 1.041
H -2.088 0.084 2.022
H -0.673 -1.019 1.784
H -2.198 -1.277 0.861
H 2.030 0.115 1.322

Energy relative to the best compared isomer or geometry (same formula, charge and spin)
In order: 112.5 118.1 121.4 159.3 28.0 113.7 47.7 195.5
Unit: kcal per mole